Computed, not measured: a cluster of 3 separate species, C4H15NO2 in total, with ωB97M-V/def2-TZVPD.

Properties
LUMO level = 0.698 eV
Structure (SMILES) = CCCCN.O.O
2S+1 = 1
Gap between HOMO and LUMO = 9.31 eV
Highest occupied orbital energy = -8.6 eV
Maximum force = 1.50 eV/Å

Each line ends with the natural charge from an NBO analysis.
Cartesian coordinates (Å):
1 C 1.5093 -1.0750 -1.6261  -0.62
2 C 0.7886 0.2593 -1.3848  -0.42
3 C 1.4833 1.0714 -0.2675  -0.40
4 C 0.8426 0.8038 1.1040  -0.20
5 N -0.5918 0.7753 1.1232  -0.93
6 H 1.0973 -2.0352 -1.3059  0.20
7 H 2.4869 -1.0700 -1.1358  0.20
8 H 1.7143 -1.1920 -2.7071  0.21
9 H 0.7372 0.7769 -2.3269  0.21
10 H -0.2866 0.0806 -1.1951  0.21
11 H 2.5731 0.8866 -0.3433  0.21
12 H 1.5110 2.1251 -0.4930  0.20
13 H 1.2769 1.5715 1.7542  0.18
14 H 1.1616 -0.1936 1.4993  0.16
15 H -1.2635 0.9894 0.4028  0.41
16 H -1.0658 1.0220 1.9794  0.37
17 H -3.5709 0.5370 0.2286  0.47
18 H -2.4824 -0.5179 -0.0337  0.50
19 O -2.8897 0.2962 -0.4049  -0.96
20 H -1.1390 -1.2141 1.9934  0.49
21 H -1.8762 -2.3671 1.3332  0.47
22 O -2.0163 -1.5303 1.8062  -0.95

Computed, not measured: a cluster of 3 separate species, C4H15NO2 in total, with ωB97M-V/def2-TZVPD.

Properties
LUMO level = 0.903 eV
Structure (SMILES) = CCNCC.O.O
2S+1 = 1
Gap between HOMO and LUMO = 10.29 eV
Highest occupied orbital energy = -9.4 eV
Maximum force = 1.39 eV/Å

Each line ends with the natural charge from an NBO analysis.
Cartesian coordinates (Å):
1 C -0.4958 1.9817 -1.3535  -0.62
2 C -0.2160 0.5564 -1.7701  -0.21
3 N 0.0623 -0.3015 -0.6030  -0.66
4 C -0.1696 -1.7077 -0.9221  -0.21
5 C 0.0780 -2.5870 0.2924  -0.62
6 H -1.3821 1.9877 -0.7286  0.22
7 H -0.6464 2.5936 -2.2408  0.21
8 H 0.3490 2.4875 -0.9032  0.21
9 H -1.1210 0.1992 -2.2764  0.16
10 H 0.6215 0.4349 -2.4598  0.19
11 H -0.6441 -0.0969 0.1167  0.38
12 H -1.1709 -1.8345 -1.3311  0.16
13 H 0.4520 -2.0019 -1.7712  0.18
14 H 1.0357 -2.2733 0.6964  0.22
15 H -0.7657 -2.5534 0.9660  0.21
16 H 0.2529 -3.6236 -0.0239  0.21
17 H -1.3095 1.0640 2.8930  0.47
18 H -0.1069 1.2015 1.9309  0.50
19 O -1.0763 1.2667 1.9849  -0.98
20 H 1.3961 0.1576 0.6442  0.51
21 H 2.5653 0.6152 1.6051  0.48
22 O 1.6065 0.5150 1.5357  -1.01

Computed, not measured: a cluster of 3 separate species, C4H15NO2S in total, with ωB97M-V/def2-TZVPD.

Properties
LUMO level = 0.464 eV
Structure (SMILES) = CSCCCN.O.O
2S+1 = 1
Gap between HOMO and LUMO = 8.99 eV
Highest occupied orbital energy = -8.5 eV
Maximum force = 4.64 eV/Å

Each line ends with the natural charge from an NBO analysis.
Cartesian coordinates (Å):
1 C 0.5961 1.4188 -1.9374  -0.22
2 C -0.5298 1.6169 -0.9477  -0.47
3 C -0.5069 0.7695 0.3103  -0.56
4 S -2.1901 0.0070 0.7974  0.18
5 C -1.7286 -1.0086 2.1905  -0.76
6 N 1.9329 1.6501 -1.2633  -0.85
7 H 0.5661 0.4733 -2.4791  0.19
8 H 0.6541 2.2719 -2.7220  0.20
9 H -0.7808 2.7487 -0.9091  0.21
10 H -1.5259 1.3058 -1.3463  0.22
11 H 0.5094 0.2608 0.3366  0.26
12 H -0.2644 1.4646 1.2171  0.20
13 H -0.8249 -0.5078 2.7861  0.21
14 H -1.4854 -2.0022 1.8814  0.22
15 H -2.4896 -1.0640 2.9385  0.23
16 H 1.7498 2.4702 -0.5971  0.35
17 H 2.2996 0.8723 -0.6751  0.37
18 H -0.8803 -2.4117 -1.6098  0.47
19 H 0.0971 -3.5670 -1.5056  0.46
20 O -0.7944 -3.3021 -1.1957  -0.94
21 H 1.5629 -1.7853 1.2552  0.48
22 H 2.0557 -0.7087 2.1627  0.47
23 O 1.9777 -0.9727 1.3125  -0.93

Computed, not measured: a cluster of 2 separate species, C4H15NO2Si2 in total, with ωB97M-V/def2-TZVPD.

Properties
LUMO level = 0.161 eV
Structure (SMILES) = C[Si](C)(C)O.C[Si](N)=O
2S+1 = 1
Gap between HOMO and LUMO = 9.51 eV
Highest occupied orbital energy = -9.3 eV
Maximum force = 6.44 eV/Å

Each line ends with the natural charge from an NBO analysis.
Cartesian coordinates (Å):
1 C -3.1062 1.5947 -0.3470  -1.08
2 C -1.8815 -1.0313 -1.4659  -1.13
3 C -1.0703 0.0788 1.4745  -1.14
4 C 1.9517 -1.4554 0.5779  -1.24
5 N 4.4830 -0.1109 0.0567  -1.31
6 O 2.0512 1.4538 0.1808  -1.22
7 O -0.3615 1.2065 -1.2005  -1.12
8 Si -1.4999 0.4322 -0.3473  1.84
9 Si 2.7929 0.1320 0.2477  2.15
10 H -4.0137 1.0419 -0.7537  0.22
11 H -3.3354 1.9624 0.5213  0.20
12 H -2.9357 2.5409 -0.9829  0.23
13 H -2.8409 -1.4518 -1.5318  0.24
14 H -1.5881 -0.7223 -2.4779  0.25
15 H -1.3138 -1.8828 -1.0340  0.22
16 H -1.8655 0.3324 2.1200  0.25
17 H -0.6380 -0.8749 1.4648  0.22
18 H -0.1468 0.6315 1.8471  0.25
19 H 0.8597 -1.2982 0.3507  0.27
20 H 2.3860 -2.3139 0.0123  0.26
21 H 1.7707 -1.7224 1.6249  0.27
22 H 5.2234 0.4865 -0.2448  0.42
23 H 4.8312 -0.8653 0.6367  0.40
24 H 0.2475 1.8357 -0.7295  0.54

Computed, not measured: a cluster of 4 separate species, C4H15NO3 in total, with ωB97M-V/def2-TZVPD.

Properties
LUMO level (spin up / spin down) = 3.304 / 3.147 eV
2S+1 = 2
Gap between HOMO and LUMO (spin up / spin down) = 2.52 / 7.97 eV
Net charge = -1
Highest occupied orbital energy (spin up / spin down) = 0.8 / -4.8 eV
⟨S²⟩ = 0.751
Maximum force = 7.54 eV/Å

Each line ends with the Mulliken spin population.
Cartesian coordinates (Å):
1 C 0.8561 -1.0664 0.5473  1.34
2 C 1.2591 -0.6618 -0.8351  -0.28
3 C 0.7985 0.4583 -1.4361  0.23
4 N 0.1156 1.5448 -0.7344  0.18
5 C 2.3323 -1.5937 -1.4133  -0.09
6 H 1.6144 -0.7309 1.3008  -0.08
7 H -0.0873 -0.4965 0.8235  -0.07
8 H 0.6753 -2.1834 0.5985  -0.05
9 H 1.0302 0.8101 -2.4036  0.09
10 H -0.6836 1.8738 -1.2195  -0.14
11 H 0.0728 1.3904 0.2495  -0.05
12 H 2.6003 -0.9461 -2.3048  0.02
13 H 3.2043 -1.7786 -0.7089  -0.02
14 H 1.7700 -2.5503 -1.7236  -0.02
15 H -2.5792 0.7238 1.8199  -0.06
16 H -1.7738 -0.5322 2.2343  -0.03
17 O -2.6410 -0.0865 2.3060  0.34
18 H -3.4586 0.5716 -1.7223  -0.06
19 H -2.0822 0.3798 -2.0885  0.00
20 O -2.7173 1.0010 -1.6128  0.03
21 H 0.5859 1.6438 2.8304  0.15
22 H -0.8124 1.0683 3.1080  0.36
23 O -0.0792 1.1610 2.3847  -0.80

Computed, not measured: a cluster of 4 separate species, C4H15NO3 in total, with ωB97M-V/def2-TZVPD.

Properties
LUMO level = 0.409 eV
Structure (SMILES) = CC(C)=CN.O.O.O
2S+1 = 1
Gap between HOMO and LUMO = 9.24 eV
Highest occupied orbital energy = -8.8 eV
Maximum force = 2.22 eV/Å

Each line ends with the natural charge from an NBO analysis.
Cartesian coordinates (Å):
1 C 2.0665 -0.1330 -0.6472  -0.67
2 C 0.5895 -0.0520 -1.0592  0.01
3 C -0.1708 1.0098 -0.8149  -0.05
4 N 0.2883 2.3325 -0.4465  -0.91
5 C -0.1310 -1.3433 -1.3641  -0.65
6 H 2.3547 -0.6901 0.2340  0.22
7 H 2.6057 -0.6344 -1.4574  0.22
8 H 2.3163 0.9147 -0.5748  0.22
9 H -1.2502 1.0533 -0.8737  0.19
10 H 0.3376 2.9015 -1.2726  0.38
11 H 0.8378 2.5132 0.3730  0.38
12 H -0.9725 -1.2281 -2.0300  0.23
13 H 0.5616 -2.1019 -1.6898  0.21
14 H -0.4539 -1.7693 -0.3947  0.22
15 H -1.7190 -2.1222 2.6516  0.49
16 H -1.6371 -0.5230 2.8780  0.48
17 O -1.8424 -1.2378 2.2910  -0.97
18 H -3.8946 0.1698 -0.1509  0.47
19 H -2.5801 -0.3958 -0.5424  0.47
20 O -3.4401 -0.1928 -0.9407  -0.94
21 H 2.7663 0.4281 1.5744  0.48
22 H 1.2347 0.6170 1.9560  0.47
23 O 2.1326 0.4839 2.3009  -0.95

Computed, not measured: a cluster of 3 separate species, C4H15NO3 in total, with ωB97M-V/def2-TZVPD.

Properties
LUMO level = 0.560 eV
Structure (SMILES) = CNC[C@@H](C)O.O.O
2S+1 = 1
Gap between HOMO and LUMO = 9.22 eV
Highest occupied orbital energy = -8.7 eV
Maximum force = 1.09 eV/Å

Each line ends with the natural charge from an NBO analysis.
Cartesian coordinates (Å):
1 C -1.5734 -0.7751 -0.4490  -0.41
2 N -0.8296 0.2243 0.3043  -0.65
3 C -0.2902 -0.2028 1.5922  -0.24
4 C 1.2636 -0.2886 1.5683  0.08
5 C 1.7883 -1.7144 1.5515  -0.64
6 O 1.8170 0.3773 0.3978  -0.74
7 H -2.2082 -0.2342 -1.1587  0.18
8 H -0.9504 -1.4789 -0.9922  0.17
9 H -2.2601 -1.2746 0.2152  0.20
10 H -0.0343 0.5768 -0.1905  0.37
11 H -0.7516 -1.1628 1.7867  0.18
12 H -0.6647 0.4467 2.3823  0.18
13 H 1.6391 0.2888 2.4152  0.17
14 H 1.0005 -2.4387 1.3596  0.20
15 H 2.1583 -2.0644 2.5187  0.22
16 H 2.5492 -1.8278 0.7923  0.23
17 H 1.9978 1.2825 0.6773  0.49
18 H -2.3087 0.5714 -3.7477  0.46
19 H -1.0906 0.2390 -4.5503  0.47
20 O -1.8954 0.7574 -4.5946  -0.93
21 H 0.3196 2.2783 -1.1353  0.48
22 H -0.2289 3.4087 -0.1776  0.48
23 O 0.5530 3.0110 -0.5654  -0.95

Computed, not measured: a cluster of 3 separate species, C4H15NO3 in total, with ωB97M-V/def2-TZVPD.

Properties
LUMO level = 0.315 eV
Structure (SMILES) = CNCCCO.O.O
2S+1 = 1
Gap between HOMO and LUMO = 8.97 eV
Highest occupied orbital energy = -8.7 eV
Maximum force = 4.44 eV/Å

Each line ends with the natural charge from an NBO analysis.
Cartesian coordinates (Å):
1 C 2.4846 -0.8860 0.7852  -0.42
2 N 1.1923 -0.9757 1.4411  -0.63
3 C -0.0154 -1.2381 0.5971  -0.22
4 C -1.2965 -0.8477 1.3722  -0.45
5 C -1.4958 0.6245 1.1879  -0.07
6 O -0.3042 1.3649 1.1350  -0.77
7 H 3.2686 -0.7922 1.5549  0.21
8 H 2.6397 -1.8610 0.2403  0.19
9 H 2.6710 -0.1417 -0.0794  0.15
10 H 1.0709 -0.2099 2.0398  0.35
11 H -0.0026 -0.6398 -0.3112  0.17
12 H 0.0694 -2.3705 0.2920  0.20
13 H -2.2903 -1.3657 0.9768  0.23
14 H -1.1585 -1.0706 2.4271  0.21
15 H -2.2022 1.0510 2.0416  0.16
16 H -1.9532 0.9992 0.2355  0.19
17 H -0.0427 1.8289 2.0338  0.49
18 H 0.1317 1.5970 -1.5395  0.47
19 H -0.9731 2.0465 -0.6027  0.48
20 O -0.8446 1.7851 -1.5052  -0.95
21 H 0.0257 -0.3175 -3.1838  0.46
22 H 0.3012 0.4231 -4.3428  0.46
23 O 0.1534 -0.4329 -4.0704  -0.91

Let's list relative energy (zero: lowest compared OMol25 entry of this formula, charge and spin) in order: 1.426; 0.529; 2.216; 0.185; 1.821; 1.764; 1.365; 2.345 eV.